A cluster of 13 separate species, C15H11BrCl48IO2P2SSi in total, computed with ωB97M-V/def2-TZVPD.

Each line ends with the Löwdin charge.
Cartesian coordinates (Å):
C (-4.465, 0.906, 1.760)  -0.1864
Si (-4.140, 2.317, 0.583)  0.3213
C (-5.244, 2.150, -0.897)  -0.1973
C (-4.269, 3.973, 1.409)  -0.2154
S (-2.071, 2.105, -0.321)  0.2465
P (-1.186, 0.346, 0.751)  0.2704
O (0.132, 0.095, -0.132)  -0.4269
Br (-0.337, 1.115, 2.637)  0.3658
P (-1.103, 4.092, 0.009)  0.2563
O (0.288, 3.732, 0.745)  -0.4780
I (-0.328, 4.383, -2.249)  0.5266
H (-4.941, 1.307, 2.658)  0.0496
H (-5.177, 0.224, 1.293)  0.0402
H (-3.590, 0.340, 2.077)  -0.0161
H (-5.092, 2.936, -1.638)  0.0450
H (-5.007, 1.202, -1.390)  0.0037
H (-6.285, 2.103, -0.575)  0.0528
H (-4.127, 4.814, 0.732)  0.0320
H (-5.266, 4.024, 1.851)  0.0508
H (-3.529, 4.054, 2.209)  0.0346
H (-0.092, 0.037, -1.077)  0.0160
H (0.264, 4.048, 1.660)  0.0456
C (-3.382, -3.547, 1.007)  -2.0273
Cl (-1.790, -2.766, 0.866)  0.4582
Cl (-3.195, -5.290, 0.929)  0.5696
Cl (-4.114, -3.086, 2.543)  0.5493
Cl (-4.393, -2.979, -0.325)  0.4873
C (3.666, 0.460, 4.274)  -2.0322
Cl (2.588, 1.743, 4.858)  0.5025
Cl (2.835, -0.498, 3.042)  0.4644
Cl (5.115, 1.185, 3.580)  0.5432
Cl (4.109, -0.585, 5.619)  0.5106
C (4.090, 5.449, -2.436)  -2.0596
Cl (5.683, 6.169, -2.634)  0.5499
Cl (4.249, 3.715, -2.136)  0.5187
Cl (3.267, 6.208, -1.066)  0.5021
Cl (3.146, 5.702, -3.912)  0.4885
C (8.132, -1.324, 7.873)  -2.0417
Cl (6.844, -2.460, 8.291)  0.4887
Cl (7.751, -0.541, 6.334)  0.5090
Cl (8.257, -0.099, 9.139)  0.5346
Cl (9.657, -2.194, 7.727)  0.5156
C (3.581, -1.366, 10.531)  -2.0504
Cl (4.288, -2.931, 10.944)  0.5232
Cl (4.309, -0.107, 11.528)  0.5335
Cl (3.890, -1.012, 8.827)  0.4601
Cl (1.838, -1.416, 10.816)  0.5281
C (-2.718, -0.580, -3.858)  -2.0006
Cl (-4.460, -0.700, -3.605)  0.5405
Cl (-1.881, -1.313, -2.463)  0.5284
Cl (-2.270, -1.431, -5.328)  0.5348
Cl (-2.247, 1.115, -4.024)  0.4922
C (-0.834, 3.810, -6.684)  -2.0257
Cl (0.505, 4.017, -5.539)  0.4312
Cl (-2.361, 3.846, -5.793)  0.4932
Cl (-0.793, 5.093, -7.877)  0.5713
Cl (-0.648, 2.226, -7.453)  0.4757
C (-8.190, -3.705, -1.390)  -2.0567
Cl (-9.582, -4.250, -2.317)  0.5495
Cl (-7.116, -2.765, -2.446)  0.4724
Cl (-8.725, -2.680, -0.053)  0.5210
Cl (-7.320, -5.101, -0.752)  0.5230
C (0.413, -1.793, -8.478)  -2.0459
Cl (1.293, -0.941, -7.203)  0.5131
Cl (-0.870, -2.767, -7.743)  0.4947
Cl (-0.313, -0.616, -9.577)  0.5215
Cl (1.512, -2.840, -9.364)  0.5551
C (9.974, -5.992, 6.416)  -2.0630
Cl (11.437, -5.024, 6.199)  0.5136
Cl (10.379, -7.704, 6.291)  0.5316
Cl (9.279, -5.658, 8.002)  0.5043
Cl (8.800, -5.567, 5.164)  0.5143
C (-3.987, 2.867, -10.925)  -2.0524
Cl (-5.124, 1.524, -11.055)  0.5304
Cl (-3.033, 2.983, -12.404)  0.5346
Cl (-4.875, 4.373, -10.673)  0.5284
Cl (-2.903, 2.592, -9.552)  0.4688
C (2.366, -4.359, 1.235)  -2.0458
Cl (1.414, -5.458, 0.236)  0.5344
Cl (4.028, -4.310, 0.659)  0.5493
Cl (1.665, -2.730, 1.130)  0.4545
Cl (2.329, -4.892, 2.914)  0.5454

Cartesian forces, eV/Å:
C 0.09 0.13 -0.01
Si -0.75 -0.04 0.14
C 0.51 -0.25 -0.17
C 0.49 -0.16 -0.02
S 0.22 0.09 -0.03
P -0.42 -0.27 0.14
O 0.01 0.45 0.12
Br 0.01 0.05 -0.22
P -0.03 0.56 -0.07
O -0.13 -0.10 -0.12
I -0.03 -0.09 0.11
H 0.05 0.02 0.01
H 0.11 -0.12 -0.01
H -0.06 -0.06 0.03
H -0.17 0.09 0.06
H -0.10 0.00 0.00
H -0.04 0.14 -0.04
H -0.09 0.01 -0.02
H -0.01 0.05 0.00
H -0.11 0.08 0.08
H 0.16 -0.19 -0.04
H 0.15 -0.12 0.10
C -0.04 0.16 -0.06
Cl 0.10 -0.48 0.07
Cl 0.01 0.02 -0.03
Cl -0.01 0.01 0.03
Cl -0.07 -0.02 0.00
C 0.02 0.01 -0.01
Cl -0.01 0.01 0.00
Cl 0.18 0.03 0.12
Cl 0.00 0.01 0.00
Cl 0.01 -0.04 -0.07
C 0.04 -0.02 0.00
Cl 0.00 -0.01 0.00
Cl -0.03 -0.01 0.01
Cl -0.04 0.00 -0.02
Cl -0.04 0.03 0.02
C 0.01 -0.03 0.04
Cl 0.16 -0.09 -0.07
Cl -0.01 0.01 -0.02
Cl 0.00 0.01 0.00
Cl 0.03 0.10 -0.02
C 0.03 -0.02 0.02
Cl 0.00 0.00 0.00
Cl 0.01 0.00 0.00
Cl -0.22 0.12 0.10
Cl 0.00 0.01 0.00
C 0.03 0.02 -0.22
Cl 0.00 0.05 0.08
Cl -0.01 0.01 0.00
Cl 0.01 0.06 0.24
Cl -0.03 -0.10 0.19
C 0.07 -0.22 0.04
Cl 0.16 0.07 -0.07
Cl -0.06 0.20 -0.10
Cl -0.02 -0.03 0.00
Cl 0.09 0.09 0.10
C -0.04 -0.02 0.02
Cl 0.00 0.02 0.00
Cl 0.03 -0.03 -0.03
Cl 0.02 0.00 0.01
Cl 0.00 0.01 -0.02
C -0.02 0.06 0.01
Cl 0.00 0.01 0.01
Cl 0.06 -0.19 -0.19
Cl -0.01 0.02 0.01
Cl -0.01 0.00 0.00
C -0.01 0.03 -0.01
Cl 0.01 0.00 0.00
Cl 0.00 0.00 0.00
Cl -0.02 -0.11 0.05
Cl 0.00 0.01 -0.01
C -0.03 0.03 0.00
Cl 0.00 0.00 0.00
Cl 0.00 0.00 0.00
Cl 0.00 -0.01 0.00
Cl -0.13 -0.04 -0.15
C 0.01 -0.07 0.06
Cl -0.01 0.01 0.00
Cl -0.01 0.01 0.00
Cl -0.07 0.04 -0.19
Cl 0.00 0.01 0.00

Results
charge	+1
multiplicity	1
frontier orbital gap	8.424	eV
HOMO	-0.4443	hartree

***

A structure of composition C15H11BrIr in a non-equilibrium geometry, computed with ωB97M-V/def2-TZVPD.

Each line ends with the Löwdin charge.
Cartesian coordinates (Å):
Ir (1.005, -1.001, -1.235)  1.0246
C (-1.304, -1.951, -2.543)  -0.0533
C (-0.679, -2.908, -1.698)  -0.0620
C (0.669, -3.052, -2.120)  -0.2672
C (0.891, -2.127, -3.187)  -0.2521
C (-0.352, -1.478, -3.456)  -0.0730
H (-2.338, -1.661, -2.495)  0.1207
H (-1.173, -3.503, -0.950)  0.1255
H (1.344, -3.832, -1.809)  0.1123
H (1.746, -2.129, -3.844)  0.1143
H (-0.531, -0.778, -4.252)  0.1220
Br (2.141, -1.505, 1.073)  0.8829
C (1.223, 0.000, 1.889)  -0.5314
C (1.469, 0.192, 3.227)  -0.1112
C (0.869, 1.259, 3.894)  -0.0492
C (0.032, 2.102, 3.206)  -0.0023
C (-0.236, 1.903, 1.837)  -0.1576
C (-1.113, 2.768, 1.156)  -0.0052
C (-1.388, 2.594, -0.177)  -0.0572
C (-0.800, 1.532, -0.871)  -0.1042
C (0.070, 0.638, -0.262)  -0.2196
C (0.367, 0.820, 1.124)  -0.2360
H (2.123, -0.489, 3.748)  0.1071
H (1.070, 1.404, 4.941)  0.1168
H (-0.444, 2.930, 3.710)  0.1239
H (-1.569, 3.574, 1.709)  0.1229
H (-2.056, 3.267, -0.694)  0.1151
H (-1.038, 1.432, -1.921)  0.0934

Cartesian forces, eV/Å:
Ir -3.52 -0.51 -0.09
C 0.32 0.27 0.39
C 0.16 1.03 0.09
C 1.37 0.08 -0.49
C 0.97 -1.07 0.19
C 0.07 0.55 0.99
H -0.12 0.13 0.07
H 0.01 0.11 0.27
H 0.00 -0.03 -0.01
H 0.02 0.07 0.04
H 0.00 0.24 -0.04
Br -1.10 0.99 -1.49
C 0.05 0.18 0.78
C 0.17 -0.52 -0.79
C -0.42 0.46 -0.12
C 0.30 -0.29 0.30
C 0.14 -0.27 -0.11
C -0.16 0.03 -0.51
C 0.11 0.19 0.61
C 0.47 -0.81 -0.33
C 1.19 -0.98 -0.12
C -0.04 0.04 0.10
H 0.10 -0.02 0.14
H 0.00 0.06 0.15
H -0.02 0.07 0.04
H -0.07 0.12 0.05
H -0.02 0.02 -0.02
H 0.01 -0.14 -0.10

Results
charge	+1
multiplicity	1
energy relative to the best compared isomer or geometry (same formula, charge and spin)	267.3	kJ/mol
frontier orbital gap (alpha / beta)	5.733 / 5.715	eV
HOMO (alpha / beta)	-0.4210 / -0.4232	hartree

***

A structure of composition C15H11ClMnN4O7Se in a non-equilibrium geometry, computed with ωB97M-V/def2-TZVPD.

Each line ends with the Löwdin charge.
Cartesian coordinates (Å):
Mn (-0.370, -0.493, 0.944)  0.6176
O (1.425, 4.389, 4.472)  0.0686
C (0.919, 3.504, 3.810)  -0.3004
C (0.190, 2.299, 4.339)  -0.3003
O (-0.234, 2.166, 5.472)  0.0680
C (0.096, 1.370, 3.199)  -0.3143
C (0.651, 2.006, 2.045)  -0.2940
O (0.753, 1.333, 0.954)  -0.1852
C (0.921, 3.403, 2.316)  -0.3179
O (1.110, 4.335, 1.521)  -0.0050
O (-0.380, 0.217, 3.120)  -0.0189
N (-2.364, 4.606, -1.377)  0.1430
C (-1.826, 3.391, -1.051)  -0.4957
N (-0.515, 3.258, -1.128)  0.2135
N (-2.683, 2.439, -0.736)  0.1236
C (-2.318, 1.305, -0.232)  -0.3128
N (-2.202, 0.261, 0.274)  0.1123
H (-1.744, 5.395, -1.311)  0.0965
H (-3.307, 4.753, -1.067)  0.0949
H (0.068, 4.049, -0.876)  0.1100
H (-0.087, 2.383, -0.801)  0.0594
Cl (3.720, -3.345, 2.225)  0.5145
C (2.279, -2.357, 1.899)  -0.5147
C (0.951, -3.154, 1.898)  -0.7216
O (0.904, -4.308, 2.292)  -0.0146
O (-0.015, -2.439, 1.466)  -0.1475
H (2.403, -1.877, 0.929)  0.0459
H (2.215, -1.594, 2.673)  0.0727
Se (0.858, -0.384, -1.583)  0.5920
C (0.320, -1.979, -2.486)  -0.6869
C (-0.582, -2.868, -1.891)  -0.1405
C (-0.956, -4.038, -2.531)  -0.1104
C (-0.450, -4.346, -3.788)  -0.1444
C (0.437, -3.466, -4.394)  -0.1370
C (0.820, -2.297, -3.752)  -0.1699
H (-0.971, -2.627, -0.913)  0.0674
H (-1.643, -4.717, -2.039)  0.0929
H (-0.741, -5.266, -4.282)  0.0782
H (0.837, -3.693, -5.377)  0.0828
H (1.511, -1.615, -4.231)  0.0781

Cartesian forces, eV/Å:
Mn 1.47 0.71 -0.02
O -0.15 0.14 0.08
C 0.20 0.10 -0.07
C -0.11 -0.16 0.18
O 0.01 -0.05 0.12
C 0.11 0.24 -0.52
C -0.16 -0.20 0.26
O -0.77 -0.27 -0.49
C -0.01 0.05 -0.45
O 0.03 -0.24 -0.01
O -0.45 -0.66 -0.11
N 0.17 0.00 -0.04
C -0.76 -0.31 0.28
N 1.13 -0.28 0.44
N -0.10 0.77 -0.40
C -0.35 -0.84 0.35
N 0.67 0.49 0.00
H -0.05 0.05 -0.05
H 0.00 -0.05 0.09
H -0.04 -0.02 -0.04
H -0.15 0.07 -0.02
Cl 0.22 -0.10 0.06
C -0.49 -0.02 -0.06
C 0.39 0.00 0.08
O -0.09 0.06 -0.10
O -0.28 0.77 -0.13
H 0.03 0.00 0.00
H 0.01 0.03 -0.03
Se -0.46 -0.34 0.65
C 0.00 0.23 0.07
C 0.04 0.00 -0.14
C 0.01 0.05 0.01
C -0.05 -0.13 -0.02
C 0.04 0.02 -0.06
C -0.08 -0.06 0.01
H -0.01 -0.09 0.08
H 0.00 0.00 0.00
H 0.01 0.02 -0.03
H 0.00 0.00 0.01
H 0.02 0.00 0.01

Results
charge	-2
multiplicity	2
energy relative to the best compared isomer or geometry (same formula, charge and spin)	111.5	kJ/mol
frontier orbital gap (alpha / beta)	6.118 / 6.071	eV
HOMO (alpha / beta)	-0.0639 / -0.0621	hartree

***

A structure of composition C15H11CuN3O4S2 in a non-equilibrium geometry, computed with ωB97M-V/def2-TZVPD.

Each line ends with the Löwdin charge.
Cartesian coordinates (Å):
Cu (-10.337, -1.282, -8.412)  0.3550
O (-10.591, 1.612, -11.214)  -0.0291
C (-10.793, 0.677, -10.414)  -0.5937
O (-9.982, -0.267, -10.165)  -0.1000
C (-12.113, 0.592, -9.647)  -0.1675
C (-13.234, 1.423, -9.857)  0.0060
C (-14.393, 0.982, -9.213)  -0.0909
C (-14.440, -0.163, -8.420)  0.0016
C (-13.203, -0.851, -8.257)  -0.1506
N (-12.091, -0.375, -8.766)  0.0947
C (-13.023, -2.165, -7.489)  -0.5768
O (-13.891, -2.532, -6.686)  -0.0128
O (-11.843, -2.621, -7.783)  -0.1293
H (-13.112, 2.274, -10.555)  0.1171
H (-15.354, 1.506, -9.276)  0.0949
H (-15.329, -0.532, -7.919)  0.1051
C (-11.270, -3.395, -5.122)  -0.0893
C (-10.333, -2.241, -5.055)  -0.5764
N (-9.914, -1.532, -6.102)  0.0749
C (-8.977, -0.586, -5.750)  -0.3331
C (-8.735, -0.450, -4.411)  -0.3509
S (-9.656, -1.657, -3.555)  1.0096
C (-8.315, 0.257, -6.757)  -0.2741
C (-7.336, 1.226, -6.499)  -0.3629
S (-6.538, 1.700, -7.953)  1.0389
C (-7.586, 0.637, -8.797)  -0.6307
N (-8.396, -0.123, -8.107)  0.0774
C (-7.347, 0.611, -10.275)  -0.1081
H (-11.374, -3.812, -6.160)  0.0896
H (-12.295, -3.064, -4.825)  0.0903
H (-10.855, -4.114, -4.422)  0.0600
H (-8.002, 0.182, -3.929)  0.0601
H (-7.064, 1.507, -5.472)  0.0648
H (-6.284, 0.849, -10.583)  0.0803
H (-8.044, 1.352, -10.756)  0.0893
H (-7.640, -0.338, -10.685)  0.0668

Cartesian forces, eV/Å:
Cu 0.43 -0.50 0.36
O -0.49 -0.07 0.34
C 1.02 0.28 -0.49
O -0.56 0.47 -1.01
C -0.04 1.76 -0.63
C 0.75 -1.07 -0.20
C -1.17 0.53 0.31
C 2.05 -0.59 -0.23
C -2.22 0.59 0.77
N -0.96 -0.27 -0.27
C 2.16 0.72 -0.46
O 0.36 -0.35 -0.46
O -2.44 -1.24 0.93
H -0.40 -0.65 0.59
H 0.48 0.20 -0.31
H 0.09 0.09 -0.21
C -0.53 0.03 -0.19
C 0.71 1.59 -1.67
N 0.35 -0.72 1.11
C -0.41 0.69 0.80
C -0.37 -0.96 0.02
S 0.24 0.29 -0.56
C 2.08 0.25 -0.85
C -1.21 -1.14 0.86
S -0.89 -0.13 1.28
C 0.48 -0.95 -1.27
N 0.68 1.53 1.20
C -0.14 0.94 -0.89
H 0.34 0.64 1.04
H 0.73 -0.40 -0.14
H -0.38 -0.45 0.18
H -0.24 -0.10 0.05
H 0.03 0.20 -0.85
H -1.07 -0.17 0.64
H 0.63 -0.64 0.34
H -0.08 -0.38 -0.10

Results
charge	-1
multiplicity	1
frontier orbital gap	5.911	eV
HOMO	-0.1312	hartree